{
  "formula": "C2HClO2",
  "method": "ωB97M-V/def2-TZVPD",
  "symbols": ["C", "C", "O", "O", "Cl", "H"],
  "xyz": [[2.047, -0.171, 1.756], [-0.345, -0.658, 0.564], [2.929, -0.737, 1.308], [1.139, 0.419, 2.070], [-1.717, -0.147, 1.265], [-0.372, -0.372, -0.432]],
  "atomic_forces_ev_per_a": [[1.1, -0.7, -1.1], [0.9, -2.3, 1.3], [1.9, -1.3, -0.4], [-2.3, 2.5, 2.1], [-1.3, 0.6, 0.5], [-0.2, 1.2, -2.4]],
  "orbital_gap_ev": 8.2,
  "e_tot_ev": -18704.18746,
  "total_charge": 0
}